(1)
Formula: C17H19IrNOSSe2SiTe2
Source: the OMol25 dataset
Level of theory: wB97M-V/def2-TZVPD

```
45
Properties=species:S:1:pos:R:3:lowdin_charge:R:1
Ir -0.398 -3.173 0.372 0.420
Se 1.132 -4.924 0.083 -0.053
Te 3.017 -3.824 1.330 0.248
Te 1.645 -3.606 3.666 0.245
Se -0.597 -3.059 2.674 0.004
S -1.997 -4.692 -0.093 0.447
C -3.341 -3.750 0.332 -0.799
N -4.230 -3.079 0.636 0.092
C 1.180 0.159 -3.027 -0.088
C 1.618 0.600 -1.625 -0.609
C 2.965 -0.059 -1.300 -0.091
C 1.783 2.122 -1.591 -0.087
Si 0.309 0.045 -0.386 0.532
O 0.357 -1.627 -0.425 -0.534
C 0.646 0.584 1.371 -0.219
C -0.201 1.452 2.064 -0.080
C 0.054 1.802 3.382 -0.079
C 1.159 1.281 4.039 -0.083
C 2.006 0.406 3.374 -0.103
C 1.748 0.062 2.056 -0.132
C -1.421 0.563 -0.891 -0.219
C -1.795 1.909 -0.963 -0.110
C -3.084 2.282 -1.310 -0.081
C -4.037 1.312 -1.589 -0.082
C -3.692 -0.029 -1.524 -0.075
C -2.396 -0.390 -1.185 -0.093
H 1.935 0.453 -3.763 0.086
H 0.232 0.617 -3.318 0.079
H 1.062 -0.925 -3.086 0.080
H 3.693 0.199 -2.076 0.086
H 2.885 -1.148 -1.263 0.067
H 3.370 0.287 -0.347 0.073
H 2.609 2.417 -2.245 0.086
H 2.008 2.488 -0.586 0.081
H 0.889 2.636 -1.950 0.069
H -1.081 1.853 1.579 0.091
H -0.617 2.476 3.899 0.103
H 1.355 1.549 5.069 0.103
H 2.865 -0.010 3.883 0.099
H 2.418 -0.633 1.558 0.056
H -1.073 2.687 -0.741 0.098
H -3.349 3.331 -1.357 0.103
H -5.047 1.601 -1.852 0.103
H -4.427 -0.796 -1.727 0.103
H -2.154 -1.447 -1.148 0.062
```

Frontier orbital gap (spin up / spin down), eV: 5.62 / 5.78
Total energy, eV: -188307.7839
⟨S²⟩: 0.76
Energy relative to the best compared isomer or geometry (same formula, charge and spin), kcal per mole: 0.0
Strongest force on any atom, Eh/bohr: 0.01875
Spin multiplicity: 2
LUMO level (spin up / spin down), eV: -2.298 / -2.232

=====

(2)
Formula: C23H22N2O
Source: the OMol25 dataset
Level of theory: wB97M-V/def2-TZVPD

```
48
Properties=species:S:1:pos:R:3:lowdin_charge:R:1
N 1.754 0.233 2.010 0.043
O 2.638 1.238 2.493 -0.087
C 0.691 0.590 1.257 -0.193
C -0.017 -4.671 2.141 -0.079
C 0.117 6.323 -1.142 -0.098
C -4.611 -1.990 -1.572 -0.131
C -1.156 -3.909 2.405 -0.105
C 0.974 -3.984 1.415 -0.077
C 0.692 5.319 -1.784 -0.120
C -0.825 6.043 -0.079 -0.025
C -3.553 -2.716 -1.656 -0.141
C -4.541 -0.655 -1.100 -0.045
C -1.346 -2.547 2.109 -0.029
C 0.850 -2.613 1.124 -0.041
C 0.430 4.033 -1.374 -0.044
C -1.105 4.695 0.222 -0.053
C -2.278 -2.244 -1.338 -0.009
C -3.284 -0.128 -0.832 -0.085
C -0.326 -1.854 1.400 -0.136
C -0.504 3.717 -0.429 -0.230
C -2.163 -0.899 -0.887 -0.146
N -0.714 1.217 -1.012 0.032
C 0.605 2.067 0.928 -0.065
C -0.477 -0.307 0.951 -0.152
C -0.609 2.261 -0.015 -0.317
C -0.694 -0.239 -0.572 -0.164
H 2.930 0.961 3.400 0.113
H 0.067 -5.756 2.417 0.119
H 0.290 7.433 -1.514 0.142
H -5.489 -2.414 -1.988 0.099
H -1.838 -4.447 2.978 0.072
H 1.889 -4.451 1.196 0.079
H 1.223 5.475 -2.707 0.108
H -1.411 6.817 0.278 0.069
H -3.644 -3.736 -2.089 0.125
H -5.401 0.088 -1.051 0.125
H -2.333 -2.096 2.303 0.116
H 1.602 -2.015 0.693 0.082
H 0.847 3.210 -1.901 0.110
H -1.834 4.488 0.950 0.104
H -1.390 -2.920 -1.335 0.127
H -3.129 0.938 -0.598 0.115
H -1.456 1.422 -1.701 0.125
H 0.443 2.613 1.872 0.144
H 1.508 2.374 0.371 0.134
H -1.402 0.042 1.410 0.145
H -1.406 2.179 0.692 0.117
H 0.115 -0.748 -1.034 0.125
```

Frontier orbital gap, eV: 9.47
Total energy, eV: -29231.4861
SMILES string: O/N=C1\C[C@@H](c2ccccc2)N[C@H](c2ccccc2)[C@H]1c1ccccc1
Energy relative to the best compared isomer or geometry (same formula, charge and spin), kcal per mole: 84.1
Strongest force on any atom, Eh/bohr: 0.12706
Spin multiplicity: 1
LUMO level, eV: 0.783

=====

(3)
Formula: C6H10N
Source: the OMol25 dataset
Level of theory: wB97M-V/def2-TZVPD

```
17
Properties=species:S:1:pos:R:3:lowdin_charge:R:1
C -0.697 -1.351 1.595 0.160
C 0.502 -2.169 1.864 -0.002
C 0.507 -1.804 0.430 0.046
C -0.262 0.192 -1.715 -0.041
C -0.094 1.751 0.299 -0.004
C -0.681 0.457 -0.294 -0.335
N -0.242 -0.689 0.577 -0.003
H 1.085 -1.577 2.571 0.158
H 0.458 -3.189 2.025 0.108
H 0.421 -2.450 -0.470 0.171
H 0.860 0.326 -1.754 0.104
H -0.466 -0.895 -1.829 0.086
H -0.493 0.900 -2.566 0.129
H 1.030 1.740 0.150 0.121
H -0.461 1.816 1.314 0.086
H -0.517 2.524 -0.282 0.079
H -1.720 0.321 -0.264 0.138
```

Frontier orbital gap (spin up / spin down), eV: 9.61 / 9.61
Total energy, eV: -7862.3450
SMILES string: CC(C)[N+]1=C2C[C@@H]21
Energy relative to the best compared isomer or geometry (same formula, charge and spin), kcal per mole: 92.3
Charge: +1
Strongest force on any atom, Eh/bohr: 0.06293
Spin multiplicity: 1
LUMO level (spin up / spin down), eV: -5.283 / -5.283

=====

(4)
Formula: C46H48AsCoN3
Source: the OMol25 dataset
Level of theory: wB97M-V/def2-TZVPD

```
99
Properties=species:S:1:pos:R:3:lowdin_charge:R:1
Co -1.124 0.556 1.368 0.498
N 2.984 1.056 2.777 0.012
N -0.590 3.135 0.054 -0.020
C -2.766 -0.481 1.492 -0.307
C -2.388 0.105 2.768 -0.304
C -1.090 -0.414 3.112 -0.310
C -0.324 -0.157 4.394 -0.060
H -0.800 0.624 5.001 0.087
H 0.720 0.233 4.140 0.042
H -0.193 -1.061 4.987 0.085
C -0.687 -1.349 2.083 -0.271
C 0.508 -2.236 2.190 -0.048
H 0.209 -3.191 2.655 0.090
H 1.311 -1.804 2.804 0.069
H 0.936 -2.466 1.199 0.001
C -1.661 -1.320 1.041 -0.299
C -1.649 -2.202 -0.165 -0.044
H -0.657 -2.181 -0.645 0.041
H -2.386 -1.855 -0.902 0.064
H -1.881 -3.247 0.099 0.083
C -3.296 0.818 3.719 -0.041
H -3.808 0.113 4.397 0.082
H -4.067 1.368 3.163 0.058
H -2.742 1.535 4.342 0.071
C -4.156 -0.547 0.973 -0.030
H -4.147 -0.705 -0.112 0.064
H -4.689 0.394 1.171 0.071
H -4.736 -1.368 1.434 0.087
C 4.217 1.392 2.492 -0.205
H 4.924 1.030 3.272 0.102
C 4.556 2.017 1.273 -0.106
H 5.613 2.073 1.037 0.076
C 3.516 2.458 0.403 -0.097
H 3.830 2.956 -0.544 0.104
C 2.182 2.157 0.768 -0.024
H 1.376 2.581 0.150 0.049
C 1.905 1.273 1.943 -0.263
C 0.821 0.778 2.809 -0.080
H 0.418 1.788 3.139 0.110
C -1.574 2.172 0.284 -0.139
C -1.160 4.315 0.497 -0.193
H -0.459 4.936 1.015 0.082
C -2.434 4.327 0.054 -0.117
H -3.024 5.231 -0.242 0.113
N -2.700 2.923 -0.195 -0.054
C -3.865 2.424 -0.766 -0.166
C -5.057 2.925 -0.217 -0.207
C -6.242 2.518 -0.820 -0.016
H -7.155 2.970 -0.432 0.112
C -6.210 1.593 -1.873 -0.283
C -7.499 1.185 -2.505 -0.078
H -7.404 0.175 -2.915 0.072
H -7.784 1.858 -3.325 0.078
H -8.303 1.206 -1.761 0.073
C -5.002 1.057 -2.352 -0.016
H -4.977 0.351 -3.188 0.116
C -3.793 1.440 -1.778 -0.198
C -2.446 0.926 -2.209 -0.050
H -1.832 1.720 -2.666 0.092
H -2.586 0.132 -2.953 0.073
H -1.854 0.512 -1.362 0.049
C -4.990 3.830 0.974 -0.055
H -4.560 4.808 0.727 0.051
H -4.443 3.429 1.848 0.091
H -6.019 3.995 1.282 0.067
C 2.131 -5.140 -3.595 -0.108
C 1.738 -5.250 -2.255 -0.092
C 1.730 -4.117 -1.432 -0.119
C 2.115 -2.874 -1.964 -0.397
C 2.399 -2.742 -3.330 -0.100
C 2.442 -3.889 -4.133 -0.096
As 2.265 -1.357 -0.720 1.372
C 3.810 -2.101 0.256 -0.374
C 3.877 -1.787 1.620 -0.120
C 4.889 -2.322 2.416 -0.079
C 5.816 -3.210 1.856 -0.101
C 5.754 -3.522 0.494 -0.096
C 4.756 -2.960 -0.316 -0.117
C 3.265 -0.107 -1.863 -0.407
C 4.656 0.005 -1.937 -0.096
C 5.221 0.914 -2.846 -0.092
C 4.400 1.720 -3.642 -0.106
C 3.008 1.645 -3.518 -0.093
C 2.436 0.741 -2.621 -0.138
H 2.195 -6.034 -4.219 0.095
H 1.454 -6.220 -1.843 0.098
H 1.458 -4.203 -0.377 0.100
H 2.615 -1.761 -3.753 0.091
H 2.735 -3.796 -5.182 0.098
H 3.139 -1.113 2.053 0.058
H 4.943 -2.049 3.472 0.104
H 6.584 -3.661 2.488 0.094
H 6.480 -4.208 0.053 0.096
H 4.711 -3.203 -1.379 0.105
H 5.297 -0.598 -1.292 0.094
H 6.308 0.994 -2.927 0.097
H 4.845 2.422 -4.352 0.096
H 2.360 2.289 -4.117 0.102
H 1.351 0.678 -2.497 0.099
```

Frontier orbital gap (spin up / spin down), eV: 4.46 / 6.49
Total energy, eV: -151406.7843
⟨S²⟩: 6.06
Energy relative to the best compared isomer or geometry (same formula, charge and spin), kcal per mole: 0.0
Charge: -1
Strongest force on any atom, Eh/bohr: 0.14700
Spin multiplicity: 5
LUMO level (spin up / spin down), eV: 2.552 / 2.550

=====

(5)
Formula: C4H12NOP
Source: the OMol25 dataset
Level of theory: wB97M-V/def2-TZVPD

```
19
Properties=species:S:1:pos:R:3:lowdin_charge:R:1
C -0.451 1.377 -1.988 -0.108
C -0.333 1.012 1.705 -0.222
C -0.539 -1.985 2.022 -0.238
C 0.764 0.355 -1.986 -0.399
N 0.257 -1.005 -2.018 0.033
O 1.888 -0.583 1.749 -0.419
P 0.470 -0.581 1.281 0.718
H -0.452 1.902 -1.003 0.047
H -0.264 2.068 -2.860 0.073
H -1.369 0.846 -2.247 0.056
H 0.307 1.784 1.436 0.014
H -1.254 1.102 1.217 0.020
H -0.274 1.087 2.776 0.046
H -1.220 -1.541 2.895 0.081
H -1.210 -2.395 1.230 0.030
H 0.028 -2.833 2.387 0.022
H 1.376 0.512 -2.964 0.120
H 1.361 0.560 -1.098 0.062
H 0.918 -1.682 -2.536 0.064
```

Frontier orbital gap (spin up / spin down), eV: 9.29 / 7.62
Total energy, eV: -17165.7366
Energy relative to the best compared isomer or geometry (same formula, charge and spin), kcal per mole: 120.1
Strongest force on any atom, Eh/bohr: 0.05060
Spin multiplicity: 1
LUMO level (spin up / spin down), eV: -0.638 / -0.320

=====

(6)
Formula: Br3HNP
Source: the OMol25 dataset
Level of theory: wB97M-V/def2-TZVPD

```
6
Properties=species:S:1:pos:R:3:lowdin_charge:R:1
N -0.413 0.065 0.103 -0.350
P -2.040 0.090 0.086 -0.594
Br -3.431 0.472 1.811 0.245
Br -2.756 -1.823 -0.609 0.284
Br -2.746 1.309 -1.443 0.384
H -0.038 -0.257 1.088 0.031
```

Frontier orbital gap, eV: 8.84
Total energy, eV: -220923.3404
SMILES string: N=P(Br)(Br)Br
Energy relative to the best compared isomer or geometry (same formula, charge and spin), kcal per mole: 3.1
Strongest force on any atom, Eh/bohr: 0.07708
Spin multiplicity: 1
LUMO level, eV: -0.795

=====

(7)
Formula: C4H9NOS
Source: the OMol25 dataset
Level of theory: wB97M-V/def2-TZVPD

```
16
Properties=species:S:1:pos:R:3:lowdin_charge:R:1
C -0.239 -1.100 -0.261 -0.212
N -0.043 -0.675 1.143 0.018
C -1.185 -0.265 1.801 -0.364
O -1.403 -0.436 2.981 0.018
C -0.040 0.016 -1.269 -0.273
C 1.196 0.924 -1.048 -0.574
S 0.716 2.448 -0.209 0.702
H -1.286 -1.295 -0.486 0.100
H 0.145 -2.129 -0.318 0.130
H 0.564 -1.139 1.796 0.134
H -2.111 -0.149 1.205 0.140
H -0.922 0.613 -1.477 0.096
H 0.194 -0.540 -2.189 0.108
H 1.541 1.346 -2.004 0.054
H 2.067 0.355 -0.723 0.082
H 0.805 2.025 1.058 -0.159
```

Frontier orbital gap, eV: 9.89
Total energy, eV: -18665.8306
SMILES string: O=CNCCCS
Energy relative to the best compared isomer or geometry (same formula, charge and spin), kcal per mole: 39.1
Strongest force on any atom, Eh/bohr: 0.06229
Spin multiplicity: 1
LUMO level, eV: 0.800

=====

(8)
Formula: C4H8BrOP
Source: the OMol25 dataset
Level of theory: wB97M-V/def2-TZVPD

```
15
Properties=species:S:1:pos:R:3:lowdin_charge:R:1
C -0.722 -1.750 -0.515 -0.005
C -1.233 -0.573 -0.197 -0.270
C 1.485 0.631 -0.908 -0.243
C -0.913 0.358 0.947 -0.699
O -0.115 -0.031 1.948 -0.124
P -0.142 1.700 -0.142 0.503
Br 1.012 2.573 1.359 0.374
H -0.885 -2.268 -1.456 0.063
H -0.148 -2.402 0.108 0.056
H -1.787 -0.043 -0.972 0.087
H 0.992 0.490 -1.905 0.024
H 1.457 -0.319 -0.280 0.032
H 2.251 1.316 -0.949 -0.036
H -1.968 0.615 1.438 0.171
H 0.716 -0.295 1.524 0.068
```

Frontier orbital gap, eV: 9.53
Total energy, eV: -85654.4696
SMILES string: C=C[C@@H](O)P(C)Br
Energy relative to the best compared isomer or geometry (same formula, charge and spin), kcal per mole: 40.0
Strongest force on any atom, Eh/bohr: 0.11574
Spin multiplicity: 1
LUMO level, eV: 0.739